No. 1
CH5N3OS as an isolated structure in a non-equilibrium geometry. Source: the OMol25 dataset; level of theory: ωB97M-V/def2-TZVPD.

Structure (XYZ):
```
11
Properties=species:S:1:pos:R:3
C 0.248 -0.483 -0.055
H 2.857 0.780 -0.438
H 2.535 0.755 1.461
H 2.061 -1.650 0.315
H 0.025 1.482 0.732
H -2.498 -0.333 0.737
N 2.598 0.245 0.487
N 1.576 -0.598 -0.039
N -0.166 0.880 -0.119
O -0.506 -1.410 -0.204
S -1.905 0.591 -0.197
```

The multiplicity is 1. The calculation puts the HOMO-LUMO gap at 8.953 eV. As for the net charge: 0. The total energy comes out at -18467.5869 eV.

=====

No. 2
One molecule with the formula CH5N3S in a non-equilibrium geometry. Source: the OMol25 dataset; level of theory: ωB97M-V/def2-TZVPD.

Structure (XYZ):
```
10
Properties=species:S:1:pos:R:3
C -0.170 -0.676 1.008
H -0.468 1.128 -0.774
H -2.228 1.028 -0.819
H -0.173 -1.370 1.764
H 1.804 0.316 1.204
H 1.040 0.074 -1.959
N -1.289 0.498 -0.524
N -1.245 -0.550 0.364
N 1.001 0.210 0.580
S 1.728 -0.658 -0.844
```

The multiplicity is 1. The calculation puts the HOMO-LUMO gap at 9.250 eV. Its SMILES is N/N=C\NS. As for the net charge: 0. The total energy comes out at -16420.5127 eV.

=====

No. 3
One molecule with the formula CH5N3S2 in a non-equilibrium geometry. Source: the OMol25 dataset; level of theory: ωB97M-V/def2-TZVPD.

Structure (XYZ):
```
11
Properties=species:S:1:pos:R:3
C -0.664 0.081 0.020
H 1.599 -1.075 -1.208
H 1.403 -1.871 0.298
H -1.062 -1.692 -0.833
H 1.164 0.966 -0.195
H -1.266 2.471 1.267
N 0.977 -1.629 -0.614
N -0.276 -1.135 -0.456
N 0.354 0.930 0.423
S -2.318 0.464 0.150
S 0.089 2.490 1.149
```

The multiplicity is 1. The calculation puts the HOMO-LUMO gap at 8.882 eV. Its SMILES is NNC(=S)NS. As for the net charge: 0. The total energy comes out at -27257.4476 eV.

=====

No. 4
An isolated ion of composition CH5N4 and charge +1 in a non-equilibrium geometry. Source: the OMol25 dataset; level of theory: ωB97M-V/def2-TZVPD.

Structure (XYZ):
```
10
Properties=species:S:1:pos:R:3
C -0.002 0.873 -0.105
N -0.700 -1.080 1.659
N -0.024 -0.137 1.089
N 0.964 0.678 -1.091
N -0.362 0.207 -1.382
H -0.825 -0.907 2.641
H 0.489 0.412 1.756
H 1.873 0.143 -1.205
H -0.607 -0.875 -1.258
H -0.806 0.686 -2.104
```

The multiplicity is 1. The calculation puts the HOMO-LUMO gap (spin up / spin down) at 8.346 / 8.330 eV. As for the net charge: +1. The total energy comes out at -7064.5708 eV.